12
Properties=species:S:1:pos:R:3:forces:R:3:mulliken_charge:R:1 method="wB97M-V/def2-TZVPD" total_charge=0 smiles="[H]/N=C/N.C=N" homo_lumo_gap_ev=9.69
N -1.43545 0.75554 -1.00939 -0.03 0.11 -0.21 -0.4248
N 2.43104 -1.59567 1.25581 -0.25 0.09 0.13 -0.6894
N 1.55977 -0.18229 -0.34843 0.08 -0.07 0.10 -0.4017
C -2.53270 1.05159 -0.45748 0.17 -0.21 0.05 -0.2884
C 1.53543 -0.76845 0.87939 0.24 0.03 0.05 0.0984
H 2.22684 -0.59136 -0.98302 -0.09 0.11 -0.15 0.2577
H 0.72251 -0.42290 1.52024 -0.10 0.01 -0.04 0.2695
H -3.34652 1.56972 -0.96402 -0.06 0.01 0.03 0.2248
H -2.68113 0.75198 0.57750 -0.08 0.12 0.04 0.2398
H 0.70937 0.22525 -0.70737 -0.02 -0.14 0.02 0.3062
H -1.43540 1.06281 -1.98366 0.04 0.03 0.04 0.1759
H 2.24625 -1.85622 2.22043 0.12 -0.09 -0.06 0.2319

113
Properties=species:S:1:pos:R:3:forces:R:3:lowdin_spin:R:1 method="wB97M-V/def2-TZVPD" total_charge=0 homo_lumo_gap_ev="6.75 / 6.76" multiplicity=2 s_squared=0.940
As 2.87939 -0.09051 0.43048 0.00 -0.07 0.02 0.0004
Mn -1.60797 -0.08843 -0.29887 0.11 -0.25 -0.33 1.0004
O -1.80474 -0.18223 -4.03743 0.07 -0.05 0.15 -0.0087
O -1.90538 -3.29498 2.18375 0.03 0.06 0.04 0.0015
N -5.75900 1.07461 0.08589 -0.04 -0.02 0.16 -0.0004
N 0.60391 3.83309 -1.40450 0.01 0.10 -0.17 -0.0007
N 1.35498 1.84055 -2.08937 -0.01 0.03 0.04 -0.0002
N -2.74572 -0.62301 -1.95505 -0.26 -0.20 -0.28 0.0037
N -4.60127 -0.29854 1.45560 -0.20 0.26 0.09 -0.0003
N -0.73536 1.89950 -0.95114 -0.23 0.14 -0.20 0.0032
N -3.32984 1.12050 0.12215 0.04 0.45 0.19 -0.0035
N -0.69416 -0.02866 1.50843 0.13 0.01 0.32 -0.0017
N -0.43985 -1.89975 -1.44676 0.02 0.32 -0.07 -0.0057
N -2.32088 -1.72886 0.50316 0.15 0.00 0.17 -0.0010
C 5.75915 -2.18020 -2.71287 0.00 -0.02 0.00 0.0000
C 1.87497 4.08564 -2.07785 0.05 0.02 0.03 -0.0001
C 3.14495 2.72182 0.95166 -0.02 0.01 0.04 0.0000
C 5.47973 -0.82344 -2.79788 0.01 0.02 0.01 0.0000
C -0.30673 -1.32205 3.48139 -0.01 -0.06 -0.05 -0.0006
C -3.94207 -3.54994 0.04911 0.04 0.02 0.00 0.0001
C -4.84093 -4.11941 -0.84417 0.00 -0.01 -0.01 0.0003
C 3.77928 3.92618 1.23370 0.00 -0.03 0.01 0.0000
C 0.99432 -3.73547 -1.95365 -0.06 0.02 -0.05 -0.0003
C -4.32781 -2.41266 -2.45537 0.02 0.00 0.01 0.0006
C -6.16741 2.41272 -0.31292 0.07 -0.03 -0.16 0.0000
C 3.87691 1.55739 0.75331 0.01 0.02 0.00 0.0001
C -3.23319 -2.40082 -0.30509 -0.06 -0.04 -0.06 0.0016
C -6.76052 0.34177 0.85790 0.02 -0.03 0.03 0.0000
C 2.72265 -2.29241 2.28962 -0.04 0.00 0.00 0.0000
C -0.01352 0.97840 2.06466 -0.02 -0.12 -0.08 0.0039
C -5.03042 -3.55638 -2.09745 -0.01 0.00 -0.01 -0.0003
C 2.89205 -2.98664 3.47866 -0.01 0.00 -0.01 0.0000
C 3.28990 -1.03403 2.10065 0.02 0.02 0.04 0.0001
C -1.89777 -0.83409 -3.00796 -0.08 0.40 0.20 -0.0031
C 0.31766 4.67025 -0.25152 0.02 0.00 0.10 0.0000
C 0.46427 -2.79975 -1.08061 0.03 -0.04 0.08 0.0007
C 0.40667 -0.28130 4.04403 0.02 0.08 -0.05 0.0028
C -4.48625 0.72256 0.52989 0.11 -0.26 -0.29 -0.0009
C 3.61687 -2.41608 4.51370 0.01 0.00 0.01 0.0000
C -3.17525 2.17172 -0.87916 0.08 -0.22 0.01 0.0011
C 4.15840 -0.95266 -0.77730 -0.01 -0.01 -0.02 0.0000
C 4.17007 -1.15439 4.34746 0.01 0.00 0.00 0.0000
C 4.44278 -2.31182 -0.70196 0.02 0.01 0.03 0.0000
C -0.85415 -1.16040 2.21707 -0.01 0.14 -0.02 0.0002
C 0.54849 0.90028 3.32406 0.02 -0.06 0.05 0.0001
C -0.37342 -2.78398 -3.66599 -0.04 0.01 0.07 -0.0003
C 0.32073 2.47214 -1.43419 0.07 -0.13 0.15 -0.0012
C -3.42861 -1.81303 -1.57684 -0.04 -0.07 0.11 0.0008
C 1.15835 0.53853 -2.67976 -0.01 -0.04 0.00 0.0011
C -5.95733 -0.81643 1.43000 0.01 -0.07 -0.03 0.0000
C 4.00982 -0.46922 3.15062 0.00 0.02 -0.03 0.0000
C 4.68301 -0.21683 -1.83828 -0.03 0.00 0.00 0.0000
C -1.83501 2.83658 -0.64887 -0.07 -0.08 0.05 0.0024
C -3.90657 -0.19947 2.72222 0.06 -0.12 -0.04 -0.0001
C 2.06312 2.82285 -2.89259 0.03 -0.02 0.00 0.0000
C 5.24043 -2.92106 -1.66158 0.01 0.01 -0.01 0.0000
C -0.87004 -1.90891 -2.71310 0.13 -0.20 -0.14 -0.0004
C 5.16227 3.97574 1.30317 0.02 0.00 0.00 0.0000
C 0.57113 -3.71857 -3.27629 0.04 0.00 0.06 0.0003
C -1.76161 -2.20625 1.60986 -0.14 -0.09 -0.15 0.0019
C 5.90575 2.82063 1.09100 0.01 0.01 0.00 0.0000
C 5.26795 1.61968 0.82018 -0.02 -0.01 -0.01 0.0000
H 0.84971 -0.38190 5.02603 0.01 -0.01 0.02 0.0001
H -7.22580 2.51863 -0.07836 0.00 -0.02 -0.04 0.0000
H 1.16696 5.33476 -0.09075 0.01 0.00 -0.01 0.0000
H 3.19277 4.82223 1.39585 0.00 0.01 0.00 0.0000
H -4.52352 0.30287 3.47937 -0.01 -0.01 0.01 0.0000
H 6.37997 -2.65639 -3.46016 0.01 0.00 -0.01 0.0000
H -3.94004 2.93969 -0.85462 -0.04 0.09 0.08 0.0005
H 0.07295 1.86483 1.45099 0.01 0.03 0.00 0.0002
H 0.68559 -0.09411 -1.94181 0.02 -0.02 -0.03 0.0013
H 4.05737 -2.90529 0.11790 0.00 0.00 0.00 0.0000
H -6.04974 2.58060 -1.38330 0.07 0.02 0.01 0.0000
H 5.88335 -0.23462 -3.61199 0.00 0.00 -0.01 0.0000
H -6.28007 -1.11453 2.42663 -0.01 0.03 0.01 0.0000
H -6.00395 -1.68870 0.77196 0.00 -0.01 0.03 0.0000
H 5.45882 -3.97865 -1.58382 0.00 -0.01 0.00 0.0000
H -7.56966 0.00465 0.21016 -0.01 0.02 0.00 -0.0001
H -0.57180 5.28578 -0.38800 0.02 0.00 0.00 0.0000
H 6.98644 2.85650 1.14029 0.01 0.00 0.00 0.0000
H 2.43582 -3.96063 3.60006 0.00 -0.01 0.00 0.0000
H 2.67999 4.19282 -1.34096 -0.04 0.02 -0.05 0.0000
H -0.46977 -2.26563 3.98303 -0.01 -0.01 0.01 -0.0001
H 1.82807 4.98912 -2.68581 0.00 -0.01 -0.02 0.0000
H -4.48074 -1.95257 -3.42511 0.01 0.01 0.00 0.0000
H -3.18772 1.69493 -1.86504 -0.03 0.05 -0.02 0.0002
H -0.73801 -2.71464 -4.68127 0.00 -0.01 -0.01 -0.0001
H 0.97119 -4.42837 -3.98885 0.00 -0.01 0.00 0.0000
H -3.64237 -1.19299 3.08551 0.00 0.00 0.02 0.0000
H -1.76624 3.71896 -1.28972 -0.03 -0.04 -0.01 0.0003
H 4.44448 0.51650 3.04554 0.00 0.00 0.00 0.0000
H 5.85431 0.72267 0.65887 0.00 0.00 0.01 0.0000
H -2.99436 0.37181 2.58019 0.01 0.02 -0.01 0.0000
H -5.72367 -4.00225 -2.79997 -0.01 -0.01 0.00 0.0000
H 1.60459 2.90717 -3.88682 0.00 0.01 0.01 0.0000
H -3.75577 -3.99505 1.01513 -0.01 0.00 0.01 0.0000
H 3.74465 -2.94851 5.44717 0.00 0.00 0.01 0.0000
H -7.18437 0.98092 1.64413 0.02 0.00 0.01 0.0000
H 1.09378 1.74375 3.72604 0.00 0.00 -0.01 0.0000
H 4.47512 0.84555 -1.91178 0.00 -0.01 0.00 0.0000
H 0.53364 0.58203 -3.57781 -0.03 -0.01 0.02 0.0000
H 0.18486 4.07590 0.65452 0.00 0.01 -0.01 0.0000
H -1.80510 3.16642 0.39723 -0.01 0.01 -0.04 0.0000
H -5.63256 3.18812 0.23786 -0.02 0.02 0.03 0.0000
H 2.11181 -2.73622 1.51347 0.00 -0.01 -0.02 0.0000
H 4.73210 -0.69807 5.15277 0.00 0.00 0.01 0.0000
H 2.06447 2.68636 0.88073 -0.02 0.00 0.00 0.0000
H 1.72201 -4.45311 -1.60155 0.01 0.00 -0.01 -0.0001
H 0.76306 -2.77276 -0.03981 0.01 0.02 0.02 0.0001
H 3.11022 2.54625 -3.01646 0.00 0.01 0.00 0.0000
H -5.38337 -5.01268 -0.56038 0.00 -0.01 0.00 0.0000
H 2.12995 0.10729 -2.92398 0.01 0.02 -0.02 0.0000
H 5.66340 4.91010 1.51970 0.00 0.01 0.00 0.0000

Values of ΔE to the lowest compared entry with this formula, charge and spin, in order: 23.4; 0.0, all in kcal/mol.
Values of total energy, in order: -244.63802; -5944.54993, all in Ha.
Values of molar mass, in order: 73.10; 929.86, all in u.